Entry from OMol25: an isolated molecule of C4H8O2 (ωB97M-V with the def2-TZVPD basis set).

* net charge: 0
* Kohn-Sham gap: 11.26 eV
* E_LUMO: 0.977 eV
* ΔE to the lowest compared entry with this formula, charge and spin: 48.4 kcal/mol
* molecular weight: 88.11 g/mol
* electronic energy: -8371.18445 eV
* SMILES: C[C@H]1O[C@H]1CO

Geometry as XYZ:
```
14
C4H8O2, DFT ωB97M-V with the def2-TZVPD basis set
C 1.8517 0.6023 -0.1678
C 0.9142 -0.3900 0.4628
O 0.1366 0.0331 1.5736
C -0.5431 -0.2921 0.3648
C -1.2155 0.8186 -0.4403
O -2.5652 0.5064 -0.7259
H 1.6038 1.6078 0.1737
H 1.7853 0.5833 -1.2600
H 2.8956 0.4155 0.0998
H 1.3229 -1.3849 0.6066
H -1.1290 -1.2200 0.3706
H -0.7365 0.9526 -1.4271
H -1.1342 1.7769 0.0938
H -3.1062 0.4627 0.0794
```